No. 1
A molecular structure, C5H7Br2FO at a distorted geometry, computed with ωB97M-V/def2-TZVPD.

The value obtained for the orbital gap (spin up / spin down) is 7.761 / 7.625 eV. Its total charge is 0. As for the highest occupied orbital energy (spin up / spin down): -0.311 / -0.308 Ha. The LUMO energy (spin up / spin down) comes out at -0.701 / -0.753 eV.

Structure (XYZ):
```
16
Properties=species:S:1:pos:R:3:forces:R:3:mulliken_charge:R:1
C 0.0122 1.1143 0.6781 -0.187 -1.032 0.147 0.6008
C 0.5784 0.2388 1.8359 0.468 -0.545 -3.484 -0.9125
C 1.4309 -0.3210 -1.1105 3.798 1.101 0.419 -1.1276
C -1.9968 -0.7119 -0.5324 -0.262 0.348 -1.231 -0.3484
C 0.4344 0.6550 -0.6040 -0.318 -1.341 -1.021 0.4872
O -0.9708 1.8561 0.7397 1.722 1.325 0.816 -0.6125
F -0.0305 1.2454 -1.7100 -0.503 1.055 0.336 -0.2842
Br -1.7951 -2.3863 0.2908 0.024 -0.019 0.078 -0.0557
Br -3.0004 0.5997 0.3500 -0.748 -1.535 -0.850 0.0421
H 1.7124 0.2508 1.7802 -1.413 0.072 0.648 0.2916
H 0.0766 0.4883 2.7396 0.034 -0.022 0.823 0.3459
H 0.2462 -0.7521 1.3598 0.544 0.821 1.610 0.1273
H 2.4133 0.3146 -1.3376 -1.498 -1.053 0.880 0.2933
H 1.2067 -0.4845 -2.1179 -0.916 -0.683 -1.492 0.4563
H 1.8229 -1.2828 -0.7019 -0.967 1.006 0.545 0.3168
H -2.1404 -0.8245 -1.6597 0.223 0.502 1.776 0.3797
```
Positions in Å, forces in eV/Å.

***

No. 2
16 unconnected molecules or ions with the total composition H32O16 at a distorted geometry, computed with ωB97M-V/def2-TZVPD.

The value obtained for the orbital gap is 9.964 eV. Its total charge is 0. As for the highest occupied orbital energy: -0.380 Ha. The LUMO energy comes out at -0.374 eV.

Structure (XYZ):
```
48
Properties=species:S:1:pos:R:3:forces:R:3:mulliken_charge:R:1
O -0.0806 -2.4478 -2.9639 0.132 0.173 0.843 -0.7724
H -0.2780 -1.5572 -2.6296 -0.175 0.187 -0.428 0.4701
H 0.1033 -2.8871 -2.1102 -0.393 -0.214 -0.587 0.3904
O -1.4443 0.2757 2.5416 0.145 0.569 0.439 -0.5845
H -0.8550 -0.4973 2.4930 -0.270 0.051 -0.211 0.3913
H -1.4780 0.6777 1.6681 -0.007 -0.041 -0.049 0.2712
O -2.7414 3.7314 -3.6267 -0.159 -0.153 0.421 -0.6865
H -2.3585 4.4009 -4.1977 0.040 -0.196 -0.297 0.3181
H -2.8219 2.8931 -4.0916 -0.015 0.273 -0.481 0.3276
O 0.9228 -0.4474 0.7812 0.349 -0.457 -1.056 -0.3805
H 1.7488 -0.6300 0.3085 0.317 -0.259 0.590 0.1878
H 0.5005 -0.0387 0.0006 -0.538 0.129 0.364 0.2738
O 3.8062 -2.3712 -1.8748 -1.075 0.152 0.161 -0.5534
H 4.2759 -2.9511 -1.2743 0.472 0.056 -0.160 0.2965
H 4.3897 -2.0105 -2.5387 0.557 -0.286 0.050 0.2654
O 1.4213 -0.6128 4.0209 1.145 -1.159 -0.987 -0.5411
H 1.8574 -1.4266 4.3208 -0.491 0.194 1.208 0.2849
H 1.7443 -0.7793 3.1137 -0.825 1.084 -0.240 0.2500
O 0.1068 0.1910 -1.9452 0.466 0.751 -0.545 -0.7296
H -0.1796 1.1086 -2.0885 -0.724 -0.115 0.600 0.2097
H 0.9249 0.2322 -2.4628 0.323 -0.445 0.060 0.3986
O -1.8812 2.8679 1.1732 0.039 0.336 0.319 -0.5916
H -1.7541 3.2439 2.0558 -0.060 -0.151 0.086 0.2701
H -1.6031 3.5806 0.5865 0.170 -0.096 -0.023 0.3341
O 0.8198 -3.8906 -0.7929 -0.035 0.434 0.182 -0.5925
H 1.4444 -3.4915 -1.4122 0.567 -0.437 0.229 0.3020
H 1.0082 -4.8300 -0.7333 0.056 -0.055 -0.172 0.2574
O -0.7978 1.2903 5.7640 0.458 -0.031 0.228 -0.6662
H -1.4740 1.8598 5.4005 -0.279 0.080 -0.222 0.3518
H -0.3333 0.9348 4.9966 -0.214 -0.367 0.004 0.2433
O 1.5517 2.1430 0.7545 0.714 0.729 -0.461 -0.6427
H 1.4408 1.4598 1.4181 -0.431 -0.060 -0.085 0.3232
H 0.6960 2.3872 0.3916 -0.214 -0.175 0.321 0.3035
O -2.3745 -4.2499 -3.1702 -0.225 -0.567 0.477 -0.6507
H -1.6061 -3.7219 -2.9173 -0.126 0.292 -0.545 0.4006
H -2.7339 -3.9070 -3.9883 0.243 0.262 -0.067 0.2876
O -1.5356 2.7077 -1.3928 -0.412 0.101 -1.009 -0.6347
H -1.7875 2.9682 -2.3062 0.501 0.250 0.417 0.3845
H -2.4102 2.7905 -0.9917 0.140 -0.398 0.451 0.3052
O -0.8968 -2.2800 1.9636 0.629 -0.316 0.730 -0.6808
H -0.5357 -2.2443 1.0731 -0.410 -0.114 -0.139 0.3205
H -1.8362 -2.4636 2.0021 -0.047 -0.023 -0.569 0.3032
O 0.0829 2.9977 3.4627 -0.129 0.491 -0.261 -0.6516
H 0.3242 2.6623 4.3314 -0.057 -0.115 -0.008 0.3075
H -0.1533 2.2447 2.9082 0.071 -0.317 0.296 0.3485
O 2.8076 0.2236 -4.1363 -0.098 -0.679 0.337 -0.6475
H 2.4080 -0.6403 -4.3133 -0.226 0.173 -0.276 0.3298
H 3.5171 -0.0409 -3.5390 0.100 0.458 0.069 0.2983
```
Positions in Å, forces in eV/Å.

***

No. 3
A molecular structure, C3H3N3O2 at a distorted geometry, computed with ωB97M-V/def2-TZVPD.

The value obtained for the orbital gap is 8.396 eV. Its total charge is 0. As for the highest occupied orbital energy: -0.338 Ha. The LUMO energy comes out at -0.794 eV.

Structure (XYZ):
```
11
Properties=species:S:1:pos:R:3:forces:R:3:mulliken_charge:R:1
C -0.3702 0.1850 -0.3329 2.155 0.071 4.061 0.3322
C 0.9887 -0.4167 1.6094 -1.629 1.246 -2.779 -0.3306
C 0.9785 -0.6027 0.0697 1.259 -1.728 0.043 0.7233
H -0.6964 0.5615 -3.1783 0.534 -5.136 2.960 0.4067
H -1.8755 0.9674 1.0357 4.403 -0.270 -0.088 0.3568
H 1.4725 -1.0068 2.4147 -0.080 1.005 -0.844 0.3598
N -0.9749 0.6015 -1.3102 -0.669 -2.249 -3.433 -0.4359
N -0.7314 0.7887 0.8841 -5.023 1.404 -3.265 0.1006
N 0.0236 0.4553 1.8188 2.051 -2.619 5.991 -0.5938
O -0.6217 -0.3864 -2.3602 -0.934 6.949 -3.864 -0.3971
O 1.8068 -1.1469 -0.6508 -2.066 1.327 1.218 -0.5220
```
Positions in Å, forces in eV/Å.

***

No. 4
C4H7Cl2FO in the gas phase at a distorted geometry, computed with ωB97M-V/def2-TZVPD.

The value obtained for the orbital gap is 10.514 eV. Its total charge is 0. Its SMILES is CO[C@@](C)(F)C(Cl)Cl. As for the highest occupied orbital energy: -0.358 Ha. The LUMO energy comes out at 0.771 eV.

Structure (XYZ):
```
15
Properties=species:S:1:pos:R:3:forces:R:3:mulliken_charge:R:1
C 1.0450 -1.4413 -1.1920 -3.244 1.623 -2.253 -0.6489
O 0.9866 -0.4815 -0.1697 -3.526 1.745 1.381 -0.3291
C -0.4660 0.3042 0.1466 3.489 -1.556 -2.432 0.6399
C -0.1117 1.7158 -0.2421 -0.393 0.635 0.410 -1.1916
F -1.3904 -0.1767 -0.7028 -0.283 -0.133 0.072 -0.2930
C -0.7593 -0.0729 1.5593 -2.280 -0.010 0.710 0.0873
Cl 0.6587 0.2024 2.4472 1.153 0.584 1.606 -0.1112
Cl -1.2697 -1.7766 1.7281 0.052 -0.119 -0.313 -0.1665
H 1.7165 -2.1288 -0.7768 0.921 -1.523 -0.314 0.2541
H 1.3368 -0.8813 -2.1055 0.756 -0.760 0.240 0.2375
H 0.0156 -1.8774 -1.6070 1.899 0.421 1.669 0.2378
H 0.7410 2.0817 0.3756 -0.768 -0.204 -0.604 0.2900
H 0.1573 1.6778 -1.3070 0.107 0.027 0.430 0.3232
H -1.0056 2.3884 -0.1684 0.740 -0.493 0.220 0.3529
H -1.6547 0.4662 2.0147 1.376 -0.236 -0.823 0.3176
```
Positions in Å, forces in eV/Å.

***

No. 5
A gas-phase ion, C5H6NO (charge +1) at a distorted geometry, computed with ωB97M-V/def2-TZVPD.

The value obtained for the orbital gap (spin up / spin down) is 7.905 / 7.904 eV. Its total charge is +1. Its SMILES is C[C@@H]1C#[N+]C=CO1. As for the highest occupied orbital energy (spin up / spin down): -0.531 / -0.531 Ha. The LUMO energy (spin up / spin down) comes out at -6.555 / -6.556 eV.

Structure (XYZ):
```
13
Properties=species:S:1:pos:R:3:forces:R:3:mulliken_charge:R:1
C 1.2786 -0.4319 -0.4014 0.091 -2.057 0.024 -1.1407
C 0.2978 -0.4091 0.7625 2.338 0.964 0.945 0.2869
C -0.8635 -1.3024 0.6469 -1.062 -0.583 -0.387 0.2967
N -1.8341 -1.1894 0.0022 0.756 -1.441 0.622 0.0032
C -2.4639 -0.0447 -0.3750 0.877 3.395 -0.367 -0.3280
C -1.5905 0.9853 0.0017 -1.927 -1.401 -1.129 0.0948
O -0.4904 0.7949 0.6627 -0.267 1.805 0.710 -0.3069
H 0.8262 -0.4508 -1.4165 0.025 -0.131 0.822 0.3089
H 1.9591 -1.3094 -0.2586 -0.567 0.607 -0.332 0.3685
H 1.8860 0.4298 -0.3139 0.600 1.004 0.121 0.3803
H 0.8386 -0.2175 1.7844 -1.195 -1.248 -1.851 0.2763
H -3.2289 0.2177 -1.1182 0.089 -1.221 0.638 0.3499
H -1.8218 1.9920 -0.3085 0.242 0.307 0.184 0.4101
```
Positions in Å, forces in eV/Å.

***

No. 6
A gas-phase ion, C7H9O4Si (charge -1) at a distorted geometry, computed with ωB97M-V/def2-TZVPD.

The value obtained for the orbital gap is 8.103 eV. Its total charge is -1. As for the highest occupied orbital energy: -0.172 Ha. The LUMO energy comes out at 3.434 eV.

Structure (XYZ):
```
21
Properties=species:S:1:pos:R:3:forces:R:3:mulliken_charge:R:1
C 1.4607 -1.1939 -0.1915 0.610 -0.019 0.265 0.5478
C -2.1450 -1.0540 -0.6623 -0.904 -0.437 2.149 0.3607
C 1.5888 -1.1719 1.3804 -1.982 -0.378 -0.948 -0.8543
C 0.7494 0.0524 1.8719 0.464 -0.470 -1.273 -0.7166
C -0.9921 -1.0031 0.3783 0.250 1.851 -3.179 -0.4820
C -0.2377 0.2403 0.7392 0.262 -0.204 -1.236 0.2267
C 0.4220 -0.2522 -0.6049 -2.085 -0.981 4.551 0.3369
O -2.8916 -2.0416 -0.6403 1.016 0.515 -0.186 -0.6884
O 2.2243 -1.8152 -0.9093 -0.229 0.069 0.226 -0.6843
O -2.3762 0.0212 -1.3287 0.965 0.505 -0.589 -0.5796
O 0.1657 0.1679 -1.7839 -0.061 0.935 -2.381 -0.4037
Si -1.1736 0.6129 -2.7953 0.310 -2.620 -1.171 0.5050
H 1.2192 -2.1612 1.8175 0.552 1.359 -0.527 0.2218
H 2.6079 -1.0666 1.5447 1.947 -0.002 0.592 0.4286
H 0.2653 -0.2845 2.7578 -0.576 0.343 0.995 0.2845
H 1.2478 1.0464 2.0012 0.184 -1.173 0.149 0.3568
H -0.7062 -1.9548 0.7118 0.186 -0.941 0.941 0.3269
H -0.6667 1.2401 0.7103 -0.571 -0.374 -0.224 0.5094
H -0.2637 0.6637 -4.1039 0.157 1.028 1.101 -0.2533
H -1.8004 1.8996 -2.6473 -0.093 0.768 -0.008 -0.2368
H -1.8501 -0.4521 -3.6546 -0.403 0.224 0.753 -0.2061
```
Positions in Å, forces in eV/Å.

***

> Among the records above, which one has the lowest total charge?

C7H9O4Si